No. 1
216
Properties=species:S:1:pos:R:3 method="wB97M-V/def2-TZVPD" smiles=COCCNCCOC.COCCNCCOC.COCCNCCOC.COCCNCCOC.COCCNCCOC.COCCNCCOC.COCCNCCOC.COCCNCCOC.COCCNCCOC orbital_gap_ha=0.3199 charge=0 energy_ev=-108439.7472
C -0.192 1.954 -3.863
O -1.154 1.055 -3.410
C -1.792 0.291 -4.473
C -2.409 -0.989 -3.883
N -1.424 -1.986 -3.534
C -1.887 -3.053 -2.662
C -0.917 -4.189 -2.585
O 0.318 -3.823 -1.979
C 1.165 -4.852 -1.555
H 0.558 1.406 -4.433
H 0.290 2.336 -2.949
H -0.596 2.783 -4.484
H -1.077 0.054 -5.253
H -2.593 0.986 -4.851
H -3.120 -1.490 -4.632
H -3.016 -0.667 -2.998
H -0.555 -1.504 -3.328
H -2.778 -3.556 -3.090
H -2.277 -2.691 -1.692
H -0.759 -4.583 -3.583
H -1.305 -4.963 -1.950
H 0.750 -5.779 -1.321
H 1.702 -4.436 -0.711
H 1.880 -4.994 -2.336
C -2.023 -0.036 3.545
O -2.458 0.450 4.813
C -2.077 -0.391 5.836
C -0.586 -0.558 6.120
N 0.186 0.654 6.345
C 1.573 0.588 5.893
C 2.530 0.004 6.923
O 2.153 -1.327 7.221
C 3.002 -1.846 8.202
H -2.330 0.726 2.824
H -2.572 -0.938 3.333
H -0.910 -0.205 3.443
H -2.512 -1.418 5.771
H -2.519 0.104 6.723
H -0.085 -1.099 5.268
H -0.613 -1.242 6.945
H -0.209 1.405 5.739
H 1.903 1.601 5.679
H 1.690 -0.047 5.014
H 2.432 0.634 7.822
H 3.542 0.136 6.506
H 2.749 -2.930 8.351
H 2.925 -1.364 9.186
H 4.063 -1.857 7.911
C 2.162 6.122 2.415
O 1.530 6.191 1.108
C 1.822 7.396 0.407
C 3.002 7.180 -0.549
N 2.586 6.208 -1.596
C 3.810 5.636 -2.265
C 3.313 4.755 -3.442
O 4.329 4.081 -4.130
C 4.800 4.858 -5.247
H 1.844 7.010 3.008
H 3.250 6.114 2.298
H 1.965 5.205 2.945
H 1.937 8.242 1.127
H 0.957 7.536 -0.242
H 3.924 6.937 0.036
H 3.180 8.128 -1.064
H 2.126 5.433 -1.123
H 4.420 5.012 -1.549
H 4.413 6.454 -2.645
H 2.716 5.361 -4.125
H 2.617 4.049 -2.923
H 5.055 5.908 -4.985
H 3.972 5.026 -5.957
H 5.659 4.328 -5.601
C -1.009 -1.832 1.074
O -0.936 -0.435 0.907
C -1.611 -0.030 -0.288
C -1.629 1.449 -0.323
N -0.297 1.947 -0.290
C -0.273 3.347 -0.286
C -0.901 4.052 0.865
O -0.307 3.630 2.083
C -0.965 4.177 3.194
H -1.965 -2.223 1.385
H -0.282 -2.078 1.816
H -0.675 -2.393 0.182
H -2.643 -0.417 -0.258
H -1.116 -0.484 -1.152
H -2.339 1.747 0.470
H -1.980 1.785 -1.328
H 0.267 1.531 0.416
H -0.802 3.680 -1.207
H 0.762 3.717 -0.342
H -1.995 3.850 0.875
H -0.854 5.120 0.743
H -2.031 3.975 3.186
H -0.791 5.234 3.407
H -0.553 3.628 4.031
C 2.207 -0.979 -1.552
O 3.423 -0.320 -1.412
C 3.408 1.023 -1.806
C 4.805 1.462 -2.020
N 5.310 0.601 -3.153
C 6.431 1.077 -3.873
C 7.716 1.112 -3.032
O 8.578 2.190 -3.380
C 8.135 3.519 -2.908
H 2.447 -2.018 -1.637
H 1.720 -0.671 -2.452
H 1.547 -0.791 -0.691
H 2.890 1.652 -1.032
H 2.892 1.219 -2.761
H 5.368 1.283 -1.064
H 4.850 2.534 -2.307
H 5.431 -0.337 -2.814
H 6.149 2.073 -4.291
H 6.593 0.429 -4.757
H 8.320 0.249 -3.297
H 7.500 1.032 -1.959
H 7.887 3.436 -1.808
H 7.218 3.839 -3.428
H 8.945 4.225 -3.058
C 8.017 2.773 1.370
O 6.678 2.714 1.677
C 5.835 3.744 1.196
C 4.412 3.240 1.173
N 4.032 2.879 2.515
C 2.743 2.281 2.785
C 2.470 0.993 2.143
O 3.324 0.059 2.690
C 3.247 -1.200 2.089
H 8.419 3.766 1.441
H 8.207 2.311 0.364
H 8.642 2.224 2.078
H 6.146 4.082 0.207
H 5.928 4.622 1.856
H 4.308 2.382 0.490
H 3.814 4.088 0.810
H 4.761 2.331 2.930
H 1.963 2.938 2.508
H 2.627 2.098 3.892
H 2.588 1.061 1.072
H 1.402 0.830 2.361
H 2.203 -1.462 2.021
H 3.645 -1.959 2.767
H 3.619 -1.233 1.078
C 0.466 -7.021 -4.819
O 1.099 -7.488 -3.609
C 0.992 -8.865 -3.428
C -0.332 -9.251 -2.715
N -0.405 -8.455 -1.472
C -1.712 -8.603 -0.826
C -1.692 -7.719 0.468
O -1.450 -6.394 0.024
C -1.346 -5.556 1.118
H 0.755 -5.977 -4.773
H -0.616 -7.199 -4.807
H 0.931 -7.499 -5.743
H 1.802 -9.216 -2.787
H 1.090 -9.347 -4.406
H -0.319 -10.330 -2.605
H -1.175 -9.008 -3.377
H -0.273 -7.483 -1.694
H -1.800 -9.656 -0.486
H -2.551 -8.311 -1.476
H -0.794 -8.051 1.048
H -2.613 -7.799 1.064
H -2.328 -5.538 1.673
H -1.045 -4.578 0.724
H -0.544 -5.870 1.781
C -5.602 -2.190 -0.454
O -4.891 -3.305 -0.971
C -4.316 -4.144 -0.011
C -4.518 -5.616 -0.363
N -5.871 -6.194 -0.433
C -6.447 -6.518 0.854
C -7.911 -6.763 0.748
O -8.598 -5.574 0.415
C -9.976 -5.645 0.604
H -6.482 -2.520 0.103
H -5.826 -1.596 -1.319
H -4.975 -1.572 0.192
H -4.638 -3.890 0.999
H -3.218 -4.025 0.057
H -3.979 -6.133 0.458
H -3.976 -5.764 -1.311
H -6.523 -5.589 -0.907
H -6.271 -5.724 1.598
H -5.995 -7.438 1.248
H -8.246 -7.058 1.706
H -8.117 -7.495 -0.048
H -10.456 -4.739 0.172
H -10.250 -5.666 1.697
H -10.400 -6.489 0.055
C -2.816 4.929 -2.998
O -3.115 4.847 -1.617
C -3.808 6.002 -1.095
C -4.383 5.682 0.257
N -5.662 5.085 0.157
C -5.680 3.685 -0.279
C -5.044 2.653 0.635
O -5.508 2.759 1.928
C -4.896 1.943 2.875
H -2.046 5.733 -3.193
H -3.734 5.192 -3.633
H -2.404 3.965 -3.298
H -4.661 6.279 -1.777
H -3.091 6.813 -1.117
H -4.495 6.648 0.760
H -3.694 5.052 0.814
H -6.145 5.251 1.049
H -5.111 3.598 -1.199
H -6.730 3.389 -0.448
H -3.977 2.763 0.611
H -5.285 1.657 0.211
H -5.035 0.886 2.622
H -5.411 1.973 3.806
H -3.861 2.177 3.026


No. 2
230
Properties=species:S:1:pos:R:3 method="wB97M-V/def2-TZVPD" orbital_gap_ha=0.2879 charge=0 energy_ev=-201510.5480
C 1.242 2.398 5.792
C -0.208 2.020 5.415
N -0.376 0.564 5.277
C -1.785 0.295 4.823
C -1.913 -1.097 4.196
C -0.047 -0.181 6.490
C -0.924 -0.146 7.745
H 1.922 1.786 5.199
H 1.453 2.217 6.846
H 1.518 3.394 5.444
H -0.927 2.509 6.073
H -0.412 2.442 4.431
H -2.346 0.475 5.740
H -2.095 1.078 4.131
H -2.754 -1.170 3.506
H -1.066 -1.491 3.635
H -1.946 -1.863 4.971
H 0.886 0.054 7.003
H 0.172 -1.215 6.226
H -0.933 0.852 8.183
H -0.703 -0.911 8.489
H -1.955 -0.355 7.460
C -1.934 6.793 3.974
C -1.759 5.298 4.327
N -2.791 4.291 4.062
C -3.401 4.494 2.695
C -2.427 4.172 1.627
C -3.723 4.346 5.194
C -4.571 3.067 5.234
H -2.945 7.177 3.837
H -1.265 7.146 3.189
H -1.465 7.292 4.821
H -0.849 4.888 3.890
H -1.513 5.310 5.389
H -4.362 3.994 2.581
H -3.744 5.519 2.556
H -1.526 3.668 1.974
H -3.007 3.495 1.000
H -2.014 5.072 1.172
H -4.405 5.175 4.999
H -3.274 4.531 6.170
H -4.869 2.534 4.331
H -5.405 3.129 5.933
H -3.843 2.459 5.770
C 7.700 1.971 -5.904
C 6.242 1.645 -5.615
N 5.919 1.102 -4.262
C 4.530 1.316 -3.843
C 4.222 2.751 -3.330
C 6.325 -0.295 -4.337
C 6.695 -1.007 -3.035
H 8.484 1.218 -5.820
H 8.012 2.798 -5.266
H 7.917 2.270 -6.930
H 5.795 2.620 -5.807
H 5.897 0.867 -6.296
H 3.900 1.130 -4.713
H 4.286 0.549 -3.108
H 3.164 2.789 -3.068
H 4.760 2.968 -2.407
H 4.437 3.522 -4.070
H 7.257 -0.385 -4.895
H 5.744 -0.862 -5.065
H 7.761 -0.905 -2.833
H 6.513 -2.080 -2.984
H 6.129 -0.557 -2.219
C 2.035 -1.857 -0.034
C 1.830 -0.443 -0.531
N 0.467 0.074 -0.482
C -0.073 0.028 0.879
C 0.274 1.228 1.759
C 0.248 1.387 -1.082
C 0.253 1.216 -2.659
H 1.344 -2.583 -0.461
H 2.023 -1.953 1.051
H 2.987 -2.183 -0.455
H 2.654 0.147 -0.129
H 1.931 -0.513 -1.614
H -0.093 -0.950 1.359
H -1.159 0.032 0.792
H 1.127 0.920 2.364
H -0.534 1.214 2.491
H 0.337 2.239 1.357
H -0.696 1.871 -0.830
H 1.049 2.048 -0.751
H 1.185 0.767 -3.004
H -0.542 0.560 -3.014
H 0.330 2.168 -3.184
C -5.923 -7.432 -1.312
C -4.733 -6.582 -0.865
N -3.608 -7.374 -0.353
C -3.936 -8.110 0.887
C -4.098 -7.243 2.130
C -2.361 -6.624 -0.122
C -1.871 -5.941 -1.400
H -6.449 -7.801 -0.431
H -5.512 -8.218 -1.947
H -6.605 -6.845 -1.926
H -4.252 -6.153 -1.744
H -4.906 -5.691 -0.261
H -4.915 -8.583 0.810
H -3.267 -8.944 1.096
H -3.124 -6.877 2.453
H -4.770 -6.398 1.978
H -4.491 -7.787 2.988
H -1.528 -7.168 0.321
H -2.588 -5.871 0.633
H -2.510 -5.151 -1.795
H -1.914 -6.808 -2.059
H -0.824 -5.740 -1.176
O -3.525 -0.988 -7.373
S -2.327 -0.833 -8.183
O -2.442 -0.454 -9.585
O -1.265 0.132 -7.406
C -0.696 1.117 -8.133
C -1.423 2.474 -7.793
C -1.335 -2.379 -8.104
H -0.637 0.907 -9.201
H 0.351 1.292 -7.888
H -1.686 3.073 -8.666
H -0.817 3.079 -7.119
H -2.343 2.453 -7.209
H -1.191 -2.466 -7.027
H -0.443 -2.250 -8.718
H -1.839 -3.267 -8.485
O -6.401 -4.075 2.674
S -5.229 -3.455 3.260
O -4.015 -3.311 2.551
O -5.642 -1.973 3.897
C -6.821 -1.734 4.702
C -7.176 -0.246 4.614
C -4.998 -4.444 4.810
H -6.552 -2.065 5.705
H -7.669 -2.357 4.419
H -7.327 0.209 3.635
H -6.288 0.353 4.816
H -8.104 -0.135 5.175
H -5.836 -4.250 5.480
H -4.052 -4.244 5.313
H -4.906 -5.490 4.517
O 2.982 7.569 3.069
S 2.566 6.333 2.430
O 1.220 5.775 2.672
O 2.993 6.234 0.784
C 1.997 6.583 -0.097
C 1.314 5.354 -0.602
C 3.769 5.077 2.820
H 2.582 6.991 -0.922
H 1.212 7.245 0.267
H 0.525 5.517 -1.336
H 0.718 4.987 0.233
H 1.826 4.439 -0.901
H 3.662 4.230 2.143
H 3.549 4.752 3.837
H 4.762 5.498 2.661
O 5.359 -5.952 -2.560
S 4.779 -6.022 -3.875
O 4.146 -7.252 -4.274
O 3.651 -4.732 -4.022
C 2.557 -4.797 -4.990
C 1.900 -3.425 -4.918
C 6.029 -5.468 -5.135
H 1.921 -5.667 -4.828
H 2.886 -4.896 -6.024
H 2.622 -2.645 -5.163
H 1.714 -3.162 -3.877
H 0.875 -3.285 -5.260
H 5.546 -5.283 -6.094
H 6.890 -6.136 -5.112
H 6.429 -4.497 -4.843
O -7.294 3.277 -0.509
S -6.108 4.086 -0.923
O -5.070 4.417 0.101
O -5.446 3.395 -2.263
C -4.669 2.267 -2.028
C -3.822 1.800 -3.219
C -6.680 5.649 -1.725
H -5.336 1.452 -1.748
H -4.021 2.472 -1.176
H -3.293 0.899 -2.906
H -3.051 2.548 -3.402
H -4.298 1.625 -4.184
H -7.744 5.495 -1.901
H -6.117 5.795 -2.647
H -6.641 6.385 -0.922
O -5.571 -1.120 -1.075
S -4.605 -2.112 -1.491
O -4.968 -3.460 -1.832
O -4.047 -1.527 -2.948
C -4.690 -1.682 -4.197
C -6.056 -0.991 -4.146
C -3.045 -1.968 -0.470
H -4.702 -2.761 -4.350
H -3.985 -1.312 -4.941
H -6.436 -0.905 -5.164
H -5.896 0.047 -3.855
H -6.726 -1.498 -3.452
H -2.274 -2.668 -0.794
H -3.332 -2.018 0.580
H -2.728 -0.941 -0.651
O 2.713 -4.358 5.747
S 3.589 -3.400 5.052
O 4.920 -2.988 5.582
O 3.722 -3.872 3.454
C 4.486 -3.060 2.548
C 4.721 -3.733 1.161
C 2.572 -1.777 4.919
H 5.467 -2.821 2.960
H 4.157 -2.023 2.485
H 3.993 -4.449 0.779
H 5.677 -4.244 1.275
H 4.833 -2.991 0.371
H 3.020 -1.190 4.117
H 2.533 -1.285 5.890
H 1.523 -1.961 4.686
O 9.813 5.208 0.775
S 8.319 4.946 0.837
O 7.384 5.915 0.273
O 7.980 3.405 0.311
C 8.884 2.360 0.578
C 8.146 1.077 0.759
C 7.771 4.659 2.695
H 9.479 2.554 1.470
H 9.483 2.157 -0.310
H 8.786 0.195 0.765
H 7.390 0.832 0.012
H 7.617 1.197 1.704
H 8.639 4.145 3.109
H 6.818 4.131 2.693
H 7.671 5.679 3.065


| no. | largest force on an atom (eV/A) |
| --- | --- |
| 1 | 2.33 |
| 2 | 4.65 |